A molecular structure, C16H47BF3HgO9S at a distorted geometry, computed with the ωB97M-V functional and the def2-TZVPD basis.

Output
Kohn-Sham gap: 1.64 eV
charge: +1
DFT total energy: -2190.25422 Ha
max |F|: 0.0968 hartree/bohr
E_LUMO: -9.853 eV

XYZ file:
```
78
Properties=species:S:1:pos:R:3:forces:R:3
Hg -24.2774 -19.3005 21.6072 0.1 -1.0 -0.1
O -21.8976 -25.0566 20.2622 -0.2 -0.8 0.5
H -21.9823 -25.4301 19.3819 0.4 -0.2 -0.9
H -22.7409 -24.6797 20.5239 -1.2 0.8 0.6
H -21.1692 -24.4499 20.4136 0.9 0.7 -0.1
B -24.8203 -22.8990 21.3630 1.1 0.9 -1.6
H -24.7890 -23.1453 20.3130 0.2 -0.1 -4.3
H -25.0781 -23.8317 21.8403 -1.3 -3.2 3.3
H -23.8377 -22.6060 21.6988 4.7 0.5 1.6
H -25.5622 -22.1429 21.5688 -4.0 2.8 0.9
C -17.7998 -20.0571 19.2835 -0.2 -1.8 0.3
F -18.0639 -18.8233 19.0726 -0.3 2.2 -0.7
F -18.1169 -20.7982 18.1850 0.2 0.5 1.0
F -16.4913 -20.1881 19.5286 -0.7 -0.3 0.1
S -18.8879 -20.5653 20.7611 0.4 -1.1 0.1
O -18.2403 -20.0111 21.9402 -0.4 -0.2 -0.7
O -20.2449 -20.0067 20.5559 1.1 -0.6 -0.2
O -18.8367 -22.0369 20.6721 -0.6 1.2 0.2
C -13.8183 -22.8142 22.7408 0.9 0.2 -0.3
C -13.3345 -21.7578 23.7661 -2.5 -2.5 0.9
C -12.9563 -20.5093 23.2074 1.9 2.5 -2.6
O -14.4326 -21.4880 24.6413 -0.2 -0.5 1.1
H -12.9857 -23.2445 22.1842 0.2 0.0 0.1
H -14.4274 -22.3562 21.9614 -0.3 0.2 0.2
H -14.3554 -23.6485 23.1918 0.0 0.2 0.2
H -12.5317 -22.1860 24.3664 -0.2 0.0 0.3
H -12.9216 -19.6509 23.8784 0.4 -0.4 0.3
H -13.5560 -20.1642 22.3651 -0.6 -0.2 0.0
H -12.0028 -20.6937 22.7127 0.5 0.6 0.1
H -15.2190 -21.3099 24.1203 0.0 0.0 -0.2
C -21.4617 -13.6182 20.0811 -1.0 0.0 -0.2
C -22.8238 -14.1150 20.6790 -0.5 1.1 -1.4
C -23.9928 -14.1462 19.6798 1.4 -0.1 -0.3
O -22.5739 -15.4083 21.1369 -0.1 -0.9 0.8
H -21.1324 -14.2787 19.2790 -0.1 -0.5 0.2
H -20.7254 -13.6285 20.8847 0.1 0.2 -0.1
H -21.4853 -12.6526 19.5759 -0.2 0.3 0.5
H -23.1741 -13.4718 21.4862 0.4 0.1 0.4
H -24.2801 -13.1108 19.4966 -0.2 -0.2 -0.3
H -24.8552 -14.7529 19.9559 0.1 0.2 0.5
H -23.5616 -14.5966 18.7857 -0.4 0.1 -0.4
H -21.9428 -15.2406 21.8407 0.3 -0.7 0.3
C -17.0555 -28.4693 14.8050 -0.3 0.6 1.0
C -17.6874 -27.1392 15.3701 2.2 -0.5 -1.9
C -16.5948 -26.2439 15.9917 -0.1 -0.8 0.9
O -18.0651 -26.4539 14.1831 -1.3 0.1 -0.1
H -16.1728 -28.1946 14.2276 0.1 -0.1 0.2
H -17.6786 -29.0627 14.1359 -0.5 0.4 0.1
H -16.8250 -29.1189 15.6494 0.5 0.0 -0.1
H -18.5083 -27.3828 16.0445 -0.2 0.3 0.0
H -16.7910 -25.1717 15.9862 -0.6 -0.1 0.0
H -15.6381 -26.3283 15.4763 -0.1 -0.3 -0.1
H -16.4621 -26.5646 17.0249 0.4 0.2 0.2
H -18.7618 -25.8475 14.4447 0.0 0.3 -0.3
C -20.7415 -20.6552 10.6631 -0.2 -0.2 0.4
C -20.9247 -21.6318 11.8883 0.3 1.9 -2.1
C -20.1987 -21.0929 13.0972 0.2 -0.5 -0.4
O -22.2971 -21.7326 12.1664 -0.6 -0.4 0.6
H -19.7935 -20.8261 10.1530 0.0 0.2 0.0
H -20.8589 -19.6023 10.9194 0.5 0.1 0.6
H -21.5429 -20.7112 9.9264 0.0 -0.9 -0.2
H -20.4887 -22.5767 11.5640 -0.2 -0.4 0.2
H -20.3885 -20.0258 13.2131 -0.2 -0.1 0.3
H -19.1317 -21.2286 12.9206 0.1 0.0 0.2
H -20.5126 -21.7038 13.9436 0.1 0.3 0.3
H -22.8089 -21.3746 11.4373 0.1 -0.1 0.0
C -19.5749 -15.0941 26.8581 0.2 -0.2 0.0
C -18.9739 -15.8002 25.6677 1.2 -0.2 -0.4
C -17.5645 -16.3790 25.9052 -0.7 -0.7 1.2
O -19.9149 -16.7961 25.2458 0.7 0.2 -0.1
H -18.8601 -14.4515 27.3720 -0.1 0.3 -0.3
H -19.8442 -15.8516 27.5941 -0.2 -0.1 0.0
H -20.4690 -14.5502 26.5532 0.1 0.1 0.2
H -18.6908 -15.1712 24.8237 -1.0 0.9 -0.2
H -17.6518 -17.1866 26.6321 0.2 0.0 0.4
H -16.9469 -15.5865 26.3278 0.2 -0.1 -0.1
H -17.0785 -16.8361 25.0433 -0.2 0.4 -0.3
H -19.3437 -17.4081 24.7758 -0.4 -0.5 -0.3
```
Positions in Å, forces in eV/Å.

6 unconnected molecules or ions with the total composition C16H47N3O6 at a distorted geometry, computed with the ωB97M-V functional and the def2-TZVPD basis.

Output
Kohn-Sham gap: 9.33 eV
charge: 0
SMILES: COC[C@H](C)N.COC[C@H](C)N.COC[C@H](C)N.CCO.CO.CO
DFT total energy: -1253.33155 Ha
max |F|: 0.1046 hartree/bohr
E_LUMO: 0.445 eV

XYZ file:
```
72
Properties=species:S:1:pos:R:3:forces:R:3
C -1.1114 -3.8133 3.6339 0.7 -0.6 -0.4
O -0.7074 -2.4712 3.4988 -0.8 1.0 -1.3
C -1.6122 -1.5939 2.7429 1.0 0.2 1.2
C -0.8456 -0.3186 2.3173 1.0 -1.5 0.8
C -0.2999 0.4064 3.5663 -0.8 0.7 -2.3
N -1.6261 0.5818 1.5060 -1.7 0.0 -0.7
H -0.5482 -4.1363 4.5167 -0.3 -0.5 -0.3
H -0.9181 -4.5016 2.7552 0.4 0.9 0.6
H -2.1664 -3.9433 3.7778 -0.8 0.3 0.5
H -1.9492 -2.0583 1.8304 -0.5 -0.5 -0.2
H -2.4295 -1.2984 3.4247 -0.1 -0.3 -0.4
H 0.0062 -0.7501 1.7150 -0.6 0.8 0.3
H -1.1695 0.6575 4.1759 0.3 0.1 0.3
H 0.1895 1.3210 3.1763 -0.1 -0.3 0.6
H 0.3932 -0.2346 4.0412 0.6 -0.5 0.9
H -2.4546 0.9250 2.0256 0.8 0.0 0.1
H -2.1065 0.0668 0.7395 0.8 0.3 0.3
C -4.2276 -1.7703 -0.4128 -1.6 0.7 1.9
O -2.9712 -1.2841 -0.6529 2.0 0.1 -1.2
C -2.0866 -2.3157 -1.1407 0.8 -0.2 0.4
C -0.6518 -1.7144 -1.5081 -2.1 -1.1 -1.2
C -0.7072 -0.9491 -2.8779 1.8 -0.2 0.7
N 0.3701 -2.7674 -1.4340 -0.4 1.8 -1.1
H -4.1904 -2.5891 0.3564 -0.3 0.7 -0.4
H -4.6762 -2.1494 -1.2900 -0.5 -0.7 -1.2
H -4.8970 -0.8968 -0.1028 1.0 -1.2 0.0
H -1.9137 -2.9981 -0.2702 -0.1 0.1 -0.6
H -2.5275 -2.9356 -1.9789 0.2 0.8 0.7
H -0.5166 -1.0347 -0.7123 0.6 1.0 0.8
H 0.0238 -0.1143 -2.9244 -0.6 -0.2 0.4
H -1.6716 -0.6119 -3.1629 -1.0 0.5 0.2
H -0.3748 -1.5341 -3.7188 0.1 -0.9 -0.1
H 0.0422 -3.5741 -1.9155 0.0 -0.8 -0.1
H 0.6723 -2.9506 -0.5068 0.2 -0.4 0.7
C 2.5211 -2.3469 2.2346 0.2 -0.9 0.5
O 3.0687 -2.2676 0.9268 0.2 -0.6 1.7
C 2.8899 -1.0142 0.3211 1.0 -1.8 -2.0
C 4.1103 -0.9432 -0.7054 -1.4 -1.8 0.5
C 4.3250 0.4452 -1.1829 1.0 -0.4 -0.7
N 3.9152 -1.8581 -1.9249 -2.0 3.7 0.3
H 2.5449 -1.4241 2.7825 0.4 1.0 0.0
H 3.0924 -3.0586 2.8910 -0.5 0.3 -1.0
H 1.4581 -2.5943 2.2363 -0.1 -0.4 -0.2
H 1.8782 -1.0550 -0.0661 -0.2 0.5 -1.1
H 2.8734 -0.2260 1.0078 0.5 1.4 1.3
H 4.9507 -1.3150 -0.0425 -0.7 0.3 -1.1
H 4.4020 1.1205 -0.3571 0.0 0.6 0.3
H 3.5329 0.6847 -1.8553 -0.9 0.6 -0.3
H 5.2191 0.4715 -1.8109 0.1 0.1 0.2
H 2.8825 -1.8117 -2.2021 1.9 -0.1 0.6
H 4.1071 -2.7831 -1.7448 0.5 -2.4 0.8
C -2.7883 4.5952 -3.1598 -0.7 2.5 0.9
C -3.4240 3.5499 -2.2117 -0.1 -0.5 -1.7
O -4.7785 3.2308 -2.5994 -0.2 0.1 0.3
H -2.6390 4.4031 -4.2110 0.3 -1.0 -0.1
H -1.8570 4.9900 -2.6864 -0.3 -0.7 -0.5
H -3.3938 5.5815 -3.2497 0.4 -1.7 0.6
H -3.4257 3.9791 -1.2429 0.1 0.3 1.1
H -2.8258 2.6011 -2.2052 -0.4 0.8 0.0
H -5.3886 3.1797 -1.8337 0.9 0.1 -0.6
C 0.4043 2.2727 -0.9463 -1.4 -2.6 0.9
O 0.1697 2.7321 0.3836 1.5 1.4 -0.8
H -0.4281 1.5265 -1.1954 0.8 1.2 -0.2
H 0.4162 3.1287 -1.5951 -0.1 0.2 -0.4
H 1.3136 1.6373 -1.1031 -0.2 0.8 0.5
H -0.3351 2.1632 0.9547 -0.6 -1.1 -0.2
C 3.7914 3.8751 -0.0161 -3.8 3.8 0.5
O 3.0537 3.8621 1.2262 -0.8 -0.2 -1.1
H 3.8354 4.9746 -0.2703 0.3 -1.1 -0.4
H 4.7180 3.5556 0.1337 3.9 -1.6 0.8
H 3.3139 3.3372 -0.8049 -0.4 -0.5 -0.5
H 2.1552 4.1512 0.9340 0.8 -0.6 0.8
```
Positions in Å, forces in eV/Å.

Question: The highest DFT total energy belongs to which entry?
Answer: C16H47N3O6

Question: The highest DFT total energy belongs to which entry?
Answer: C16H47N3O6

Question: Kohn-Sham gap of number 1 (C16H47BF3HgO9S)?
Answer: 1.64 eV